1.
61
Properties=species:S:1:pos:R:3:forces:R:3 method="wB97M-V/def2-TZVPD" homo_energy_ev=-7.98 max_force_ev_per_a=0.7 homo_lumo_gap_ha=0.3164 relative_energy_kj_mol=146.9 smiles="COc1ccc(C)cc1NC(=O)[C@@H](NC(=O)c1cc(OC)c(OC)c(OC)c1)C(C)C"
O -3.7472 1.3875 -0.9486 -0.2 0.0 -0.2
O 2.2706 -2.0070 -1.8972 -0.1 0.2 0.3
O 0.2645 1.9901 1.8199 0.0 0.0 0.3
O -0.8621 -1.6226 1.3320 -0.5 0.2 -0.1
O 4.8555 -1.6556 -0.6461 -0.6 0.1 0.4
O 5.0974 0.3186 1.2538 -0.3 -0.4 -0.4
N -0.4633 1.8972 -0.3135 -0.1 0.1 -0.2
N -2.4820 0.2948 0.5999 0.2 -0.3 0.5
C -6.1012 -2.9399 -0.3783 0.0 0.0 0.1
C 5.2368 1.3119 2.2418 0.0 0.2 0.2
C -4.7083 -2.6334 0.0816 0.1 -0.2 0.0
C -1.7646 2.4787 -0.0451 -0.2 0.2 -0.2
C 2.5665 -1.0421 -0.9850 0.1 0.1 0.0
C -2.9890 -1.0097 0.5480 0.0 -0.2 0.0
C -4.2662 -1.3140 0.1177 0.1 0.0 0.0
C 0.0924 -2.5953 1.6750 0.2 -0.2 0.1
C 3.8929 0.1929 0.6226 -0.1 0.0 0.0
C -3.8455 -3.6349 0.4915 -0.2 0.1 -0.1
C -2.0672 3.6754 -0.9570 0.0 0.0 0.2
C -2.1138 -2.0369 0.9513 -0.1 0.0 -0.1
C 0.4191 1.6100 0.6726 0.1 0.1 -0.3
C 3.2630 -2.8358 -2.4622 0.2 -0.4 -0.2
C 1.4748 -0.2295 -0.6736 0.1 0.1 0.1
C 6.1307 -1.0773 -0.8468 0.4 0.0 -0.1
C -0.8867 4.6439 -0.9734 -0.1 -0.2 -0.1
C 3.7983 -0.8259 -0.3504 0.2 -0.1 -0.2
C 1.5869 0.7851 0.2574 0.3 -0.4 0.0
C -2.8043 1.3470 -0.1900 0.3 0.3 0.2
C -3.3291 4.3871 -0.4755 0.0 -0.2 -0.2
C -2.5574 -3.3461 0.9221 0.3 0.1 0.1
C 2.7962 0.9860 0.9129 0.1 0.1 0.1
H 6.2598 1.2191 2.6037 -0.1 0.0 0.0
H 6.6551 -0.9215 0.0973 -0.1 0.0 -0.2
H -1.7363 2.8080 1.0010 0.0 0.0 -0.1
H 5.0881 2.3140 1.8283 0.0 0.0 0.0
H 2.7255 -3.4768 -3.1615 0.1 0.0 0.0
H -2.2445 3.2974 -1.9695 0.0 0.0 0.0
H 4.5427 1.1530 3.0720 0.0 0.0 0.0
H 0.5423 -0.4595 -1.1645 -0.1 0.0 0.0
H -4.9133 -0.5145 -0.2036 0.0 0.1 0.0
H -0.6696 4.9866 0.0359 0.1 0.1 0.1
H 6.0579 -0.1256 -1.3795 0.0 0.0 0.0
H -0.2947 1.5546 -1.2458 0.1 0.0 0.1
H 3.7592 -3.4477 -1.7075 -0.1 0.0 -0.1
H -0.2190 -3.1729 2.5510 0.0 0.0 0.0
H -1.9094 -4.1539 1.2233 0.1 0.0 0.0
H 0.2882 -3.2730 0.8382 0.0 0.0 0.0
H 1.0006 -2.0413 1.9080 0.0 -0.1 0.0
H -1.1227 5.5086 -1.5887 0.0 0.1 0.0
H -3.1923 4.7586 0.5381 0.0 0.1 0.1
H 2.8390 1.7583 1.6622 0.0 0.1 0.1
H -4.1705 -4.6648 0.4740 0.0 -0.1 0.0
H 0.0075 4.1718 -1.3731 0.1 0.0 0.0
H -6.2266 -4.0044 -0.5594 -0.1 -0.1 0.0
H 6.6827 -1.7933 -1.4567 0.0 0.1 0.0
H -1.6390 0.3660 1.1566 -0.1 0.1 -0.1
H -3.5529 5.2301 -1.1246 0.0 0.1 0.0
H -6.8224 -2.6328 0.3789 -0.1 0.0 0.0
H -4.1750 3.7069 -0.4912 -0.1 0.0 0.0
H 4.0106 -2.2551 -3.0079 0.0 0.0 0.0
H -6.3281 -2.3961 -1.2928 -0.1 0.0 -0.1


2.
11
Properties=species:S:1:pos:R:3:forces:R:3 method="wB97M-V/def2-TZVPD" homo_energy_ev=-8.66 max_force_ev_per_a=3.9 homo_lumo_gap_ha=0.3457 relative_energy_kj_mol=253.3 smiles="C=C=CC=C"
C 1.5074 -0.8470 0.0015 1.8 2.6 -0.3
C 1.3638 0.4735 0.0155 -2.6 -2.8 0.6
C 0.0437 1.1228 0.0748 0.9 -2.6 -0.8
C -2.0759 -0.4063 0.0102 1.0 2.0 -0.2
C -1.0038 0.3689 -0.1208 -2.4 -0.7 0.8
H 0.1233 2.0762 -0.2920 -0.7 2.7 -0.1
H -2.5249 -0.3727 0.9718 -0.1 -0.3 1.1
H 2.1817 1.0451 0.0111 3.0 2.4 -0.7
H -2.8043 -0.7107 -0.7138 0.5 -0.5 -0.9
H 2.4094 -1.2903 -0.2624 1.7 -0.6 0.0
H 0.7796 -1.4594 0.3042 -3.1 -2.4 0.5


3.
18
Properties=species:S:1:pos:R:3:forces:R:3 method="wB97M-V/def2-TZVPD" homo_energy_ev=-8.12 max_force_ev_per_a=4.9 homo_lumo_gap_ha=0.2941 relative_energy_kj_mol=711.5
S -1.8351 2.2813 1.0182 -4.4 -0.6 0.9
N 0.5951 0.3056 0.1939 -1.9 -2.8 -2.0
N -1.1901 0.9981 1.8547 2.3 -1.7 -1.2
C -0.1857 0.2597 1.3998 -1.6 2.9 -1.3
C 1.6657 -0.7822 -0.0040 -0.8 0.2 -0.8
C 2.6169 -0.6523 0.8671 2.7 -1.3 2.2
C -1.2123 -0.6535 -1.6050 -1.9 -1.4 -1.2
C -0.2507 0.4858 -1.0621 0.9 3.0 -2.1
H -3.5518 1.8805 1.5290 3.7 1.1 -1.1
H 2.6079 -0.0083 1.7398 -0.3 0.5 -0.4
H 0.1625 -0.3008 2.1789 1.3 -2.1 1.5
H -1.1178 -0.9911 -3.0184 -0.3 1.5 4.6
H -2.4821 -0.5129 -1.3157 4.1 -0.2 -1.0
H 3.4959 -1.3286 0.9575 -0.8 0.3 -0.6
H -0.8961 -1.6098 -1.0882 -0.5 0.9 -0.7
H 0.5257 0.8060 -1.9346 -1.7 -1.0 2.1
H 1.8773 -1.6692 -0.8171 -1.7 2.7 1.6
H -0.8254 1.4918 -0.8938 0.9 -2.2 -0.4


4.
6
Properties=species:S:1:pos:R:3:forces:R:3 method="wB97M-V/def2-TZVPD" homo_energy_ev="-4.02 / -2.38" max_force_ev_per_a=2.2 total_charge=-1 homo_lumo_gap_ha="0.2862 / 0.1511" relative_energy_kj_mol=224.8
S -2.6812 -0.0558 -0.2063 -0.3 0.0 -0.4
S -0.8555 0.1233 0.4975 0.7 -1.0 0.4
O 2.1267 1.8179 0.0033 -1.4 -1.3 -1.0
N 0.0319 -1.2163 0.4668 0.4 1.4 0.5
H 1.4887 1.1595 -0.4468 1.3 1.1 1.1
H -0.1106 -1.8287 -0.3144 -0.7 -0.3 -0.5


5.
24
Properties=species:S:1:pos:R:3:forces:R:3 method="wB97M-V/def2-TZVPD" homo_energy_ev=-8.59 max_force_ev_per_a=3.4 homo_lumo_gap_ha=0.3435 relative_energy_kj_mol=81.3 smiles=CCNc1ncnc2c1cnn2C
N 0.6266 2.1745 0.4423 1.3 -1.0 -1.6
N 1.6001 -1.7934 -1.6459 -1.4 1.4 0.6
N -1.5326 -1.4655 0.0349 1.1 1.1 0.9
N -1.2196 0.7911 0.8771 2.0 0.3 -0.2
N 0.3297 -2.2049 -1.2378 1.4 -0.6 -1.3
C 1.7124 -0.5241 -1.2213 -0.3 -0.9 -0.4
C 0.1040 3.3163 1.1446 -1.3 1.0 0.2
C 0.5127 -0.1296 -0.5022 0.7 0.6 0.6
C -1.8133 -0.4073 0.7918 -1.6 0.0 0.5
C -0.0016 0.9706 0.2817 -1.2 -0.5 -0.1
C -0.2943 -1.2788 -0.5213 -1.1 0.3 -0.3
C 0.1704 3.1971 2.6588 -1.2 -2.0 2.4
C -0.2250 -3.4998 -1.7122 0.3 2.7 -1.0
H 0.6358 4.1745 0.7681 0.2 0.4 -0.1
H 1.4013 2.3618 -0.2297 -1.0 -0.4 1.1
H 0.6270 -4.1153 -1.5990 0.2 -1.5 0.1
H -0.1803 2.0822 2.7543 0.3 2.1 0.6
H -2.7076 -0.4360 1.4918 0.9 -0.4 -1.3
H 1.1584 3.2072 3.2123 -0.8 0.3 -1.2
H -0.5606 -3.4272 -2.7949 0.5 0.0 1.3
H 2.6262 0.0353 -1.5216 -0.9 -0.5 0.6
H -1.0744 -3.6030 -1.0745 -0.5 -1.0 0.4
H -0.9724 3.4691 0.8773 0.8 -0.2 0.1
H -0.5742 3.8727 3.3018 1.5 -1.4 -1.8


6.
10
Properties=species:S:1:pos:R:3:forces:R:3 method="wB97M-V/def2-TZVPD" homo_energy_ev="-10.31 / -9.85" max_force_ev_per_a=3.9 homo_lumo_gap_ha="0.3230 / 0.3201" relative_energy_kj_mol=489.9
S 0.8132 0.2304 -0.7240 0.3 0.3 -1.6
O 1.9352 1.0972 -0.5345 -0.2 -0.6 0.6
O 0.7179 -0.5038 -1.9542 -0.3 0.7 0.7
O -0.5194 1.3256 -0.5753 0.9 -0.7 0.2
N -1.0158 -0.2576 1.0561 0.2 1.4 0.2
C 0.1870 -0.7524 0.6742 1.4 -2.2 -2.3
C -1.2242 0.8713 0.4454 1.0 -3.1 -0.6
H 0.2134 -2.4606 -0.4079 -0.1 2.4 1.8
H 0.9824 -0.8819 1.3883 0.0 -0.5 0.3
H -2.0896 1.3318 0.6320 -3.1 2.3 0.7


7.
88
Properties=species:S:1:pos:R:3:forces:R:3 method="wB97M-V/def2-TZVPD" homo_energy_ev=-10.34 max_force_ev_per_a=2.8 total_charge=+1 homo_lumo_gap_ha=0.2119 relative_energy_kj_mol=90.5
Br 0.3416 -0.6234 -2.8718 -0.3 0.5 -0.4
Ge -0.0708 2.0272 -2.5635 -0.2 0.7 -0.7
Ge 0.0854 1.1081 1.3788 -0.5 0.4 0.7
Ti 0.8302 -0.7052 -0.3431 -1.3 0.1 -1.1
O 1.6058 0.9098 -0.8027 0.4 1.2 -0.7
O 3.7409 1.5174 -1.0599 -0.4 -0.4 0.5
O 4.2289 -0.3908 1.0597 -0.5 0.2 -0.1
O 2.0074 -0.6072 1.0873 0.6 -0.5 1.4
N -1.1749 -1.0145 -0.2311 -2.6 -0.7 0.9
N 0.1880 -8.4134 4.2859 -0.1 -0.5 0.3
N 2.7250 -2.0854 -1.1421 0.5 -0.4 0.2
N 5.2632 -3.0763 -0.6650 0.5 0.0 -0.1
N 0.6679 -2.6498 0.3256 -0.3 -1.6 1.0
N -3.8592 -1.4252 0.5117 -0.3 0.5 -0.3
C 2.8778 0.9058 -0.4856 1.8 0.8 -0.2
C -2.2567 3.0711 -4.4374 0.0 0.0 0.1
C 3.1274 -0.0907 0.6770 2.1 0.5 0.2
C -1.9221 3.9046 -1.2827 -0.2 0.2 -0.1
C 1.5288 2.3719 2.0524 -0.3 -0.8 -0.4
C -0.6004 -4.0358 1.8108 0.0 0.5 -0.4
C -2.1972 -0.2905 -0.7439 0.6 0.1 -0.3
C -0.7016 -8.0888 3.3666 -0.2 0.1 -0.2
C -1.0614 2.7765 -0.8864 0.8 -0.8 -0.7
C 0.5172 -4.8281 2.0499 0.3 0.3 -0.3
C 1.7240 -4.4844 1.4332 -0.4 0.2 0.0
C 0.9571 3.4957 2.9088 0.0 -0.2 -0.2
C -1.5600 -2.0415 0.5948 -0.7 1.0 -0.5
C -4.1012 4.9347 -1.3035 -0.1 0.0 0.0
C -3.5502 6.1010 -1.8113 0.1 0.0 -0.1
C -2.2517 0.8630 3.2464 0.1 -0.1 0.0
C -1.0930 2.3550 0.3726 0.5 -0.5 0.5
C -2.8981 -2.1834 0.9809 0.7 -0.2 -0.1
C 1.7564 -3.4019 0.5691 -0.1 -0.1 0.3
C 1.5757 3.8967 -4.2272 -0.2 -0.1 0.0
C 3.7623 -1.7166 -1.8843 -0.1 -0.1 -0.2
C -1.4139 1.8525 -4.0958 0.7 0.0 0.6
C 1.3582 -6.3848 3.8362 -0.2 0.0 -0.2
C 4.2530 -3.4136 0.1083 -0.8 0.0 0.1
C -0.8594 0.3074 3.0042 0.5 0.3 -0.8
C -1.3802 5.0688 -1.8160 0.0 -0.1 0.1
C -0.6437 -6.9112 2.6408 0.2 0.1 0.1
C 2.9515 -2.9829 -0.1623 0.7 0.2 -0.4
C -3.5059 -0.5022 -0.3861 -0.3 -0.5 0.4
C -0.4884 -2.9396 0.9562 0.8 -0.9 0.3
C -3.2939 3.8435 -1.0356 0.1 0.1 0.0
C 1.1851 -7.5804 4.5196 0.3 0.2 0.0
C -2.1895 6.1625 -2.0665 0.0 0.1 -0.1
C 0.4182 -6.0394 2.8690 -0.2 -0.5 0.3
C 1.7217 2.7802 -3.2059 -0.8 -0.4 0.5
C 5.0299 -2.2584 -1.6738 -0.2 0.0 0.0
H 2.2477 1.9369 -3.6589 -0.1 -0.1 0.2
H 2.1857 -5.7352 4.0734 0.1 0.1 0.0
H -5.1634 4.8759 -1.1188 -0.1 0.0 0.1
H -0.2155 0.5268 3.8563 0.1 -0.1 0.0
H 2.0598 2.7963 1.1960 0.0 -0.1 0.0
H 0.9998 3.5717 -5.0914 -0.1 0.1 -0.1
H -3.0085 3.2602 -3.6769 -0.1 0.1 0.0
H -1.6492 3.9661 -4.5377 0.0 0.1 -0.1
H 2.5647 4.1825 -4.5784 0.1 0.1 0.0
H -2.7704 2.8995 -5.3801 -0.1 0.0 -0.1
H -4.1759 6.9588 -2.0051 -0.1 0.1 0.0
H 2.2471 1.7905 2.6350 0.0 -0.1 -0.1
H -3.2077 -2.9458 1.6782 0.1 -0.2 0.1
H -2.9247 0.6310 2.4251 -0.2 0.0 -0.1
H 5.8675 -2.0301 -2.3176 0.0 0.1 -0.1
H -4.3081 0.0757 -0.8187 0.0 0.2 -0.1
H 1.1054 4.7787 -3.7999 -0.1 0.1 -0.1
H -1.7570 7.0674 -2.4623 0.1 0.1 0.0
H -3.7158 2.9385 -0.6182 0.0 0.0 0.0
H 0.3268 4.1503 2.3120 -0.1 0.1 0.0
H -1.4963 -8.8006 3.1931 -0.1 -0.1 0.0
H -0.8940 -0.7811 2.8993 0.1 0.0 0.0
H -1.3805 -6.6854 1.8868 -0.1 -0.1 -0.1
H -1.9632 0.4827 -1.4629 0.0 -0.2 0.2
H 1.7698 4.0868 3.3261 0.0 0.1 0.1
H 3.5745 -1.0046 -2.6796 0.0 0.1 0.1
H -2.6633 0.4258 4.1528 -0.2 0.1 0.1
H 0.3652 3.0996 3.7314 -0.1 0.1 0.1
H -1.7512 2.8957 1.0474 -0.2 0.3 -0.1
H -2.0585 0.9914 -3.9127 0.1 -0.1 0.1
H -2.2155 1.9424 3.3662 -0.1 0.1 0.1
H 1.8881 -7.8904 5.2808 0.1 0.1 0.1
H -0.3123 5.1266 -1.9800 0.1 0.1 0.0
H -0.7739 1.5890 -4.9434 0.0 -0.1 0.1
H 4.4928 -4.0278 0.9648 -0.1 -0.1 0.0
H 2.2947 3.1072 -2.3384 -0.1 -0.2 0.0
H 2.6029 -5.0825 1.6091 0.1 -0.1 -0.1
H -1.5431 -4.2581 2.2847 0.0 -0.1 0.1


8.
11
Properties=species:S:1:pos:R:3:forces:R:3 method="wB97M-V/def2-TZVPD" homo_energy_ev=-10.16 max_force_ev_per_a=1.2 homo_lumo_gap_ha=0.3968 relative_energy_kj_mol=269.4
O -1.9987 0.1241 -0.2258 0.3 0.1 0.5
O -1.1092 2.2799 -2.1618 0.6 -0.3 0.6
O 1.3130 -0.2740 1.2281 0.0 0.0 0.3
C 0.1152 -0.6355 0.5842 -0.3 -0.5 0.0
C 1.3835 -0.6859 -0.1398 0.0 -0.1 -0.2
C -1.1678 0.1262 0.6511 -0.3 -0.1 -0.5
C -0.3770 1.8786 -1.3984 -0.4 0.7 -0.9
H -1.4052 0.4323 1.6845 0.0 0.4 0.0
H 1.7634 -1.6964 -0.2888 0.2 0.2 0.0
H 1.7716 0.0548 -0.8329 -0.5 0.1 0.1
H -0.2887 -1.6040 0.8996 0.4 -0.4 0.0